Molecular formula: C22H24N2O5S
Method: DFT, wB97M-V/def2-TZVPD

Last column: Mulliken charge in e.
Element x y z (Å)
C -4.29936 -5.71626 -0.28708  -0.84
H -3.70068 -5.96112 -1.16974  0.34
O -4.59468 -4.33968 -0.22944  -0.45
C -3.57355 -3.45611 -0.13950  0.91
C -2.22232 -3.79180 -0.10249  -0.51
C -1.27251 -2.79521 -0.00582  -0.92
C -1.62756 -1.44930 0.03823  0.28
C -2.98428 -1.11945 0.01016  -0.03
C -3.93840 -2.10760 -0.07320  -1.00
H -4.98874 -1.86347 -0.08613  0.43
H -3.31899 -0.09470 0.08751  0.30
C -0.52124 -0.46477 0.15093  0.63
O 0.55649 -0.79597 0.63312  -0.93
N -0.80703 0.76706 -0.33829  -0.29
C -0.12308 2.00039 -0.37391  0.34
C -0.82193 3.14516 -0.26842  -0.81
C -2.24027 3.28773 0.02736  0.34
C -2.97760 4.27818 -0.62495  -0.49
C -4.32897 4.42651 -0.38147  -0.52
C -4.96733 3.60485 0.53448  -0.46
C -4.24084 2.64265 1.21568  -0.55
C -2.89007 2.48197 0.96516  -0.33
H -2.32252 1.76028 1.53536  0.61
H -4.72694 2.01611 1.94962  0.42
H -6.02297 3.72411 0.72714  0.39
H -4.88813 5.18974 -0.90231  0.38
H -2.47953 4.91922 -1.33719  0.46
H -0.26943 4.05569 -0.45610  0.56
C 1.33759 2.14363 -0.69986  0.33
O 1.76669 3.19489 -1.14391  -0.72
N 2.09646 1.05141 -0.51357  -0.03
H 1.71065 0.28650 0.04538  0.43
C 3.52420 1.10725 -0.68376  -0.18
C 4.19120 1.67761 0.56396  0.24
O 3.65482 1.84126 1.62400  -0.55
O 5.47422 1.97625 0.33964  -0.46
H 5.87979 2.35512 1.13605  0.36
H 3.73994 1.80041 -1.50648  0.62
C 4.09037 -0.28199 -1.00885  -1.15
C 3.93704 -1.25081 0.15478  -0.20
H 2.89636 -1.34662 0.46322  0.04
H 4.54030 -0.94162 1.01022  0.35
S 4.48988 -2.91986 -0.34710  -0.10
C 3.89805 -3.82646 1.10883  -0.71
H 2.82589 -3.68218 1.21031  0.15
H 4.12286 -4.87491 0.94495  0.36
H 4.41517 -3.46796 1.99465  0.26
H 3.56238 -0.67763 -1.87854  0.39
H 5.14594 -0.18179 -1.26575  0.53
H -1.77269 0.88643 -0.62070  0.29
H -0.22449 -3.05137 0.02938  0.50
H -1.90212 -4.82047 -0.14526  0.41
H -5.26191 -6.22032 -0.35390  0.24
H -3.77689 -6.05199 0.61390  0.34

Results
E_HOMO in eV: -8.4
HOMO-LUMO gap in eV: 8.564
Energy relative to the best compared isomer or geometry (same formula, charge and spin) in kcal/mol: 2.4
SMILES: COc1ccc(C(=O)N/C(=C\c2ccccc2)C(=O)N[C@H](CCSC)C(=O)O)cc1
Total charge: 0

Molecular formula: C22H24N4O5
Method: DFT, wB97M-V/def2-TZVPD

Last column: Mulliken charge in e.
Element x y z (Å)
C -1.95346 -4.72815 0.40332  -0.68
H -2.53306 -5.62900 0.21909  0.24
H -1.09691 -4.67829 -0.27214  0.31
H -1.58957 -4.70945 1.43276  0.30
O -2.83000 -3.63785 0.16954  -0.40
C -2.29482 -2.40940 0.34858  0.65
O -1.14101 -2.23482 0.69617  -0.66
C -3.23885 -1.35377 0.08527  -0.50
C -3.00450 0.01900 0.15112  1.28
N -1.76781 0.50726 0.51371  0.06
C -1.25084 1.75994 0.50217  -0.06
O -1.82271 2.77770 0.18022  -0.67
C 0.19264 1.76444 1.03371  0.86
N 0.85574 0.55156 0.57714  0.01
C 2.06122 0.13531 1.26086  -1.14
H 2.24486 -0.90378 0.96803  0.30
C 3.29394 0.97829 0.88434  -0.59
N 3.48827 0.91787 -0.54534  0.09
C 4.47469 0.28549 -1.22531  0.58
O 4.40304 0.10135 -2.43354  -0.70
C 5.69078 -0.16659 -0.52192  0.38
C 6.63869 -1.00900 -1.04772  -0.39
C 7.65707 -1.12287 -0.07862  -0.50
C 7.26782 -0.33759 0.96300  -0.45
O 6.08528 0.24230 0.70956  -0.33
H 7.72698 -0.11476 1.90628  0.46
H 8.55402 -1.70285 -0.14804  0.45
H 6.59077 -1.47588 -2.00919  0.52
C 2.31450 1.35521 -1.27739  -1.19
C 1.08663 0.53413 -0.85896  -0.79
H 1.23866 -0.50876 -1.15262  0.43
H 0.20273 0.91472 -1.37369  0.44
H 2.14955 2.41810 -1.07032  0.27
H 2.51412 1.22323 -2.34122  0.52
H 3.12870 2.02474 1.16852  0.16
H 4.16767 0.61044 1.41333  0.59
H 1.90677 0.15902 2.33796  0.62
C 0.07570 1.85262 2.55733  -1.79
H -0.30260 0.91586 2.95991  0.38
H -0.62210 2.64812 2.80998  0.47
H 1.03222 2.08491 3.01935  0.36
H 0.66704 2.68881 0.66547  0.37
H -1.08728 -0.23015 0.72522  0.18
C -4.23248 0.66256 -0.18594  0.65
C -4.64892 1.99442 -0.28987  -0.19
C -5.95281 2.25147 -0.63919  -0.83
C -6.86300 1.21770 -0.89037  -0.42
C -6.48624 -0.10204 -0.79873  -0.97
C -5.16809 -0.37652 -0.44502  -0.67
N -4.55039 -1.57302 -0.27875  -0.02
H -4.95667 -2.48560 -0.39103  0.18
H -7.18297 -0.90386 -0.99235  0.39
H -7.87877 1.46421 -1.16202  0.38
H -6.28928 3.27366 -0.72441  0.41
H -3.94834 2.79194 -0.10638  0.64

Results
E_HOMO in eV: -7.7
HOMO-LUMO gap in eV: 8.063
Energy relative to the best compared isomer or geometry (same formula, charge and spin) in kcal/mol: 10.5
SMILES: COC(=O)c1[nH]c2ccccc2c1NC(=O)[C@@H](C)N1CCN(C(=O)c2ccco2)CC1
Total charge: 0

Molecular formula: C22H24N4O6S
Method: DFT, wB97M-V/def2-TZVPD

Last column: Mulliken charge in e.
Element x y z (Å)
C -4.33169 -2.19293 1.16201  -1.12
C -2.81734 -2.16478 0.98448  -0.74
N -2.24948 -0.74409 0.97111  1.01
C -2.74366 -0.06938 2.29291  -0.62
C -4.27199 -0.04734 2.35211  -1.05
C -4.88854 -0.77673 1.16245  0.24
C -4.44014 -0.05213 -0.10141  -1.11
C -2.91603 0.02597 -0.17708  -0.29
H -4.76828 -2.81244 0.36770  0.35
H -4.56762 -2.69604 2.10542  0.45
H -2.36774 -2.66818 1.84131  0.41
H -2.52158 -2.67205 0.05274  0.47
H -2.30081 -0.65791 3.10206  0.46
H -2.30094 0.92955 2.28842  0.36
H -4.60482 -0.50601 3.28890  0.38
H -4.62540 0.98884 2.38557  0.38
H -5.97713 -0.79648 1.22941  0.38
H -4.83073 -0.53141 -1.00988  0.35
H -4.84317 0.96689 -0.10557  0.44
H -2.60530 1.07022 -0.07291  0.29
H -2.53967 -0.36605 -1.12744  0.45
C 5.43916 4.11874 -0.67444  -1.43
C 4.08967 3.46277 -0.59806  1.05
C 3.24954 3.50272 -1.71482  -0.79
C 1.97905 2.93169 -1.67442  -0.08
C 1.57253 2.24536 -0.52220  -0.18
S -0.09235 1.60685 -0.46845  1.45
O -0.67606 1.97398 0.80783  -0.67
O -0.71523 1.92012 -1.73141  -0.73
N -0.18136 -0.17755 -0.34942  0.24
C 0.88205 -0.93351 -0.89123  -0.31
C 1.80625 -0.58339 -1.84338  -0.12
C 2.70647 -1.57216 -2.27729  -0.62
N 3.48293 -1.35607 -3.44557  0.97
O 4.19058 -2.28759 -3.88744  -0.63
O 3.42521 -0.23601 -4.00682  -0.63
C 2.80801 -2.82328 -1.58049  -0.53
C 1.90829 -3.12145 -0.56868  -0.63
C 0.89709 -2.20420 -0.24671  0.03
C -0.14218 -2.18487 0.73444  -0.85
N -0.05015 -3.00283 1.87329  1.10
O 0.65359 -4.03934 1.84950  -0.76
O -0.68148 -2.65051 2.91754  -0.69
C -0.76798 -0.81339 0.85141  0.31
C 2.38001 2.23958 0.62138  -0.50
C 3.64238 2.81945 0.55659  -0.97
H 5.99037 3.98590 0.26100  0.35
H 6.03396 3.69697 -1.49263  0.34
H 5.34706 5.19412 -0.86802  0.33
H 3.58715 3.98233 -2.62830  0.38
H 1.31752 2.99514 -2.53169  0.48
H 1.81587 0.41423 -2.28290  0.77
H 3.60116 -3.50674 -1.85140  0.49
H 1.97663 -4.06168 -0.01750  0.52
H -0.28114 -0.31677 1.72721  0.07
H 2.01089 1.77869 1.53681  0.44
H 4.30658 2.77522 1.42397  0.29

Results
E_HOMO in eV: -7.3
HOMO-LUMO gap in eV: 6.868
Energy relative to the best compared isomer or geometry (same formula, charge and spin) in kcal/mol: 201.6
SMILES: Cc1ccc(S(=O)(=O)N2c3cc([N+](=O)[O-])ccc3C(=[N+]([O-])[O-])[C@@H]2[N+]23CCC(CC2)CC3)cc1
Total charge: 0

Molecular formula: C22H24N6O3
Method: DFT, wB97M-V/def2-TZVPD

Last column: Mulliken charge in e.
Element x y z (Å)
C 5.11254 3.12898 0.58939  -0.95
H 4.49635 3.89014 1.06620  0.26
O 4.26647 2.02268 0.39123  -0.43
C 4.78740 0.90864 -0.22783  0.81
C 6.09932 0.77416 -0.64475  -0.50
C 6.51857 -0.40110 -1.25298  -0.68
C 5.63228 -1.44170 -1.44476  -0.84
C 4.31472 -1.32003 -1.03383  -0.52
C 3.88075 -0.15191 -0.42746  0.24
N 2.57497 0.05564 0.02221  -0.01
C 1.49788 -0.77743 -0.05179  0.21
O 1.50268 -1.85791 -0.60869  -0.67
C 0.26531 -0.21944 0.56431  -0.10
C 0.21199 0.44420 1.73698  0.76
N -0.99035 0.93980 2.21119  -0.05
C -2.08495 0.93487 1.40099  0.55
N -3.23480 1.55352 1.55788  -0.87
C -3.92274 1.20843 0.43802  0.43
N -3.24919 0.41737 -0.37017  -1.66
N -2.06326 0.24948 0.24731  1.03
C -0.99211 -0.59868 -0.20395  0.04
C -1.33618 -2.05530 0.02763  0.30
C -1.35428 -2.97518 -1.01102  -0.29
C -1.67030 -4.29360 -0.73122  -0.49
C -1.96242 -4.63732 0.57973  -0.36
N -1.95414 -3.76792 1.57576  -0.70
C -1.64604 -2.51404 1.30351  -0.09
H -1.64887 -1.84067 2.15236  0.39
H -2.21523 -5.65375 0.85182  0.39
H -1.68807 -5.03735 -1.51259  0.40
H -1.11281 -2.66382 -2.01641  0.43
H -0.84290 -0.43797 -1.28007  0.70
C -5.30618 1.69017 0.18879  -0.52
H -5.90905 1.40933 1.05607  0.29
H -5.28771 2.78247 0.14911  0.25
C -5.92123 1.12304 -1.09204  -0.68
H -7.00960 1.15660 -1.01678  0.42
H -5.61698 0.07956 -1.19720  0.34
C -5.51706 1.89576 -2.34846  -0.64
O -4.12932 2.00072 -2.54201  -0.53
H -3.71492 1.22464 -2.13474  0.45
H -5.89879 2.92189 -2.29787  0.35
H -5.97675 1.40642 -3.22315  0.27
H -1.02528 1.49377 3.05091  0.30
C 1.36495 0.68941 2.66220  -1.97
H 1.74555 1.70579 2.55406  0.34
H 1.02897 0.56772 3.69125  0.52
H 2.17378 -0.01128 2.48098  0.39
H 2.43529 0.97923 0.40576  0.28
H 3.61298 -2.12344 -1.18044  0.52
H 5.95986 -2.35486 -1.91659  0.38
H 7.54531 -0.49090 -1.57325  0.38
H 6.80757 1.57480 -0.50237  0.39
H 5.95152 2.87949 1.24636  0.37
H 5.49450 3.51691 -0.35962  0.36

Results
E_HOMO in eV: -8.3
HOMO-LUMO gap in eV: 8.718
Energy relative to the best compared isomer or geometry (same formula, charge and spin) in kcal/mol: 2.6
SMILES: COc1ccccc1NC(=O)C1=C(C)Nc2nc(CCCO)nn2[C@@H]1c1cccnc1
Total charge: 0

Question: What is the energy relative to the best compared isomer or geometry (same formula, charge and spin) in the second record?
Answer: 10.5 kcal/mol

Question: Which value of total charge does entry 3 give?
Answer: 0

Question: Look up the total charge of the third one.
Answer: 0

Question: Which value of energy relative to the best compared isomer or geometry (same formula, charge and spin) does entry 3 give?
Answer: 201.6 kcal/mol